Arrangement w

The following is a quantum chemistry calculation of a 2-piece molecular cluster, CH2Br2ClOP overall, from the Open Molecules 2025 dataset.

Element x y z (Å)
C -0.768 2.221 -1.640
O -0.469 -1.247 1.201
P 0.832 -1.848 1.024
Cl -0.036 1.165 -0.697
Br 2.161 -1.538 3.002
Br 0.372 -4.023 1.206
H -1.531 3.066 -1.396
H -0.561 2.203 -2.698

HOMO energy (spin up / spin down) ... -10.4 / -8.1 eV
Kohn-Sham gap (spin up / spin down) ... 10.16 / 4.19 eV

=====

Arrangement x

The following is a quantum chemistry calculation of a 2-piece molecular cluster, CH2Br2ClOP overall, from the Open Molecules 2025 dataset.

Element x y z (Å)
C 1.547 -0.043 0.207
O -1.532 -0.037 -1.744
P -1.146 0.188 -0.363
Cl 1.925 -1.546 -0.404
Br -2.139 2.031 0.439
Br -1.957 -1.451 0.936
H 1.412 0.039 1.273
H 1.891 0.819 -0.343

HOMO energy (spin up / spin down) ... -9.3 / -9.3 eV
Kohn-Sham gap (spin up / spin down) ... 7.48 / 6.96 eV

=====

Stability verdict: arrangement x, ahead by 1.574 eV

=====

Arrangement w

The following is a quantum chemistry calculation of an isolated ion of composition C4H7NO2 and charge -1, from the Open Molecules 2025 dataset.

Element x y z (Å)
C -0.380 1.612 0.233
N -0.163 0.512 -0.526
C -1.377 -0.302 -0.743
C 1.080 -0.280 -0.297
C 1.223 -0.823 1.121
O 0.400 -1.722 1.530
O 0.456 2.349 0.721
H -1.453 1.870 0.349
H -1.761 -0.628 0.224
H -1.104 -1.195 -1.297
H -2.113 0.305 -1.263
H 0.924 -1.181 -0.912
H 1.974 0.279 -0.571
H 2.294 -0.795 1.431

2S+1 ... 2
HOMO energy (spin up / spin down) ... -0.2 / -3.2 eV
Kohn-Sham gap (spin up / spin down) ... 4.26 / 7.18 eV
Total charge ... -1

=====

Arrangement x

The following is a quantum chemistry calculation of an isolated ion of composition C4H7NO2 and charge -1, from the Open Molecules 2025 dataset.

Element x y z (Å)
O -1.950 1.768 -0.399
C -1.123 1.081 0.194
C -0.323 -0.051 -0.451
C 0.994 -0.329 0.268
C 0.776 -1.105 1.525
O 0.053 -0.804 2.473
N -0.057 0.243 -1.875
H -1.057 0.994 1.303
H -1.026 -0.907 -0.364
H 1.531 -1.007 -0.384
H 1.340 0.692 0.516
H 1.493 -1.954 1.595
H -0.860 0.159 -2.483
H 0.207 1.219 -1.917

2S+1 ... 2
HOMO energy (spin up / spin down) ... 0.2 / -4.6 eV
Kohn-Sham gap (spin up / spin down) ... 4.11 / 8.74 eV
Total charge ... -1

=====

Stability verdict: arrangement w, ahead by 0.458 eV